Entry 1:
# C4H11N2O

A structure of composition C4H11N2O at a distorted geometry (ωB97M-V with the def2-TZVPD basis set, the Open Molecules 2025 dataset).

Each line ends with the Mulliken charge.
Element x y z (Å)
N -2.85471 -0.50908 0.06146  -0.39
C -1.42331 -0.59669 -0.42903  -0.63
C -0.74136 0.54385 0.37031  0.55
N 0.52217 0.81915 0.23996  -0.12
C 1.51782 -0.00302 -0.49772  -0.22
C 2.87161 0.22742 0.12126  -1.32
O -1.53996 1.10453 1.18031  -0.53
H -3.19942 -1.26218 0.64184  0.31
H -3.53298 -0.12390 -0.57947  0.26
H -2.28591 0.19341 0.93532  0.36
H -1.06335 -1.58726 -0.16842  0.34
H -1.38844 -0.46117 -1.50636  0.38
H 0.82094 1.57973 0.84084  0.32
H 1.19692 -1.03902 -0.42118  0.30
H 1.42696 0.28558 -1.54015  0.30
H 3.10860 1.29002 0.10777  0.37
H 3.64836 -0.25506 -0.46837  0.38
H 2.91605 -0.20629 1.11163  0.36

Computed properties:
Net charge   +1
Gap between HOMO and LUMO   12.035 eV
HOMO   -15.13 eV

Entry 2:
# C4H7N3O2

A cluster of 2 separate species, C4H7N3O2 in total at a distorted geometry (ωB97M-V with the def2-TZVPD basis set, the Open Molecules 2025 dataset).

Each line ends with the Mulliken charge.
Element x y z (Å)
C -0.40216 -2.27048 -0.00836  -0.97
C -0.06761 -0.92629 0.07033  0.51
C -1.04692 0.14989 0.28110  -0.71
N 1.20873 -0.40480 0.01582  -0.23
N 2.26728 -1.02063 -0.14619  0.95
O 2.52483 -2.17991 -0.09721  -0.67
O 3.32140 -0.16672 -0.06279  -0.56
H 0.34669 -2.99428 -0.23987  0.32
H -1.41906 -2.60869 0.20757  0.26
H -1.46331 0.28919 1.26489  0.23
H -1.95345 0.00027 -0.43148  0.26
H -0.41642 1.09160 -0.07966  0.13
H 3.02738 0.84439 0.02453  0.56
C 1.85658 3.23219 -0.12009  0.00
N 2.00660 2.11667 0.14308  -0.41
H 1.62442 4.26679 -0.24829  0.35

Computed properties:
Gap between HOMO and LUMO   8.965 eV
HOMO   -8.38 eV
SMILES   C=C(C)/N=[N+](\[O-])O.C#N

Entry 3:
# C49H34BF5InN12O7PSe

A structure of composition C49H34BF5InN12O7PSe (ωB97M-V with the def2-TZVPD basis set, the Open Molecules 2025 dataset).

Each line ends with the Mulliken spin population.
Element x y z (Å)
In -0.24772 0.64707 -0.46957  0.03
C -4.13067 1.14703 -2.50195  0.00
C -2.76544 0.88784 -2.51835  0.00
N -2.24487 1.11012 -1.31264  0.00
N -3.25746 1.51299 -0.50303  0.00
C -4.40079 1.53958 -1.20541  0.00
B -2.94058 1.81555 0.98644  -0.01
N -2.46432 0.48748 1.65102  -0.02
C -2.89104 -0.06457 2.79877  -0.01
C -2.21828 -1.25630 2.99365  0.03
C -1.37817 -1.36624 1.88907  -0.03
N -1.53778 -0.31518 1.08702  0.05
N -1.75421 2.82741 0.99891  0.00
C -1.73812 4.16568 1.09616  0.00
C -0.42419 4.59377 1.10532  0.00
C 0.32598 3.42912 0.97959  0.00
N -0.47940 2.36666 0.92286  0.00
N -4.11633 2.33625 1.77848  0.00
C -4.11414 3.19308 2.83793  0.00
C -5.39099 3.26390 3.32501  0.00
C -6.12648 2.39905 2.49389  0.00
N -5.35886 1.83591 1.57919  0.00
H -4.82611 1.05830 -3.31707  0.00
H -2.12629 0.59495 -3.33511  0.00
H -5.32100 1.83139 -0.73266  0.00
H -3.64395 0.41872 3.39981  0.00
H -2.33192 -1.94519 3.81118  0.00
H -0.66602 -2.13639 1.63619  -0.01
H -2.65159 4.73487 1.12222  0.00
H -0.06440 5.60416 1.18454  0.00
H 1.39276 3.29196 0.91973  0.00
H -3.20922 3.64986 3.19803  0.00
H -5.74735 3.85353 4.15111  0.00
H -7.18081 2.17527 2.53203  0.00
F -8.76541 -0.41212 2.97738  0.01
C -7.74631 -0.91306 2.29914  0.10
C -7.59000 -0.60253 0.95763  -0.03
F -8.46413 0.20428 0.36284  0.00
C -6.51194 -1.10650 0.26326  0.04
F -6.38725 -0.78454 -1.01700  0.01
C -5.56223 -1.93182 0.87713  -0.03
Se -4.07618 -2.55962 -0.05446  0.86
C -5.76460 -2.24631 2.22678  0.03
F -4.91959 -3.05124 2.86202  0.01
C -6.83146 -1.73899 2.93656  -0.02
F -6.99151 -2.03650 4.22346  0.00
O 0.18066 1.43759 -3.03373  0.00
C 1.21747 1.84169 -2.50678  0.00
O 1.44463 1.73600 -1.24420  0.00
C 2.33587 2.41111 -3.32578  0.00
C 3.37988 3.08292 -2.70348  0.00
C 4.43946 3.53400 -3.46594  0.00
C 4.50349 3.33173 -4.83163  0.00
C 3.45347 2.65386 -5.41851  0.00
C 2.36916 2.19383 -4.69475  0.00
N 3.50566 2.39073 -6.87104  0.00
O 4.41893 2.88489 -7.49129  0.00
O 2.63673 1.68350 -7.33439  0.00
N 5.55891 4.22113 -2.79340  0.00
O 5.50727 4.30901 -1.58406  0.00
O 6.46247 4.62253 -3.48971  0.00
H 3.37527 3.24989 -1.63686  0.00
H 5.34306 3.68178 -5.41363  0.00
H 1.56635 1.66905 -5.19291  0.00
O 1.41239 -0.32164 0.70481  0.00
P 2.48974 -1.23897 1.21742  0.00
C 3.76795 -1.49100 -0.03018  0.00
C 4.25101 -2.74126 -0.40570  0.00
C 5.22720 -2.83725 -1.39007  0.00
C 5.72277 -1.69090 -1.99318  0.00
C 5.25137 -0.43950 -1.61104  0.00
C 4.27990 -0.33729 -0.63069  0.00
C 3.30014 -0.48738 2.62686  0.00
C 4.47962 -1.01894 3.14632  0.00
C 5.11244 -0.37784 4.19731  0.00
C 4.57517 0.79209 4.72134  0.00
C 3.40139 1.32057 4.20426  0.00
C 2.75853 0.68167 3.15395  0.00
C 1.81778 -2.84460 1.67192  0.00
C 1.21198 -3.60972 0.67014  0.00
C 0.55205 -4.78249 0.99281  0.00
C 0.49387 -5.19981 2.31846  0.00
C 1.09882 -4.44862 3.31375  0.00
C 1.75788 -3.26814 2.99489  0.00
H 3.88131 -3.63752 0.07416  0.00
H 5.60138 -3.81043 -1.67924  0.00
H 6.48808 -1.77056 -2.75400  0.00
H 5.64875 0.45574 -2.07192  0.00
H 3.90570 0.63560 -0.33048  0.00
H 4.90185 -1.92405 2.72427  0.00
H 6.02895 -0.78250 4.60509  0.00
H 5.07954 1.29439 5.53614  0.00
H 2.98919 2.23095 4.61873  0.00
H 1.84088 1.07669 2.73595  0.00
H 1.25648 -3.27734 -0.36020  0.00
H 0.07814 -5.36860 0.21607  0.00
H -0.02482 -6.11486 2.57156  0.00
H 1.05088 -4.77318 4.34454  0.00
H 2.21607 -2.67336 3.77558  0.00
N -2.80188 -4.58267 -3.45786  0.00
C -1.90228 -3.89981 -3.25317  0.01
C -0.78734 -3.03899 -2.97687  0.00
C 0.44687 -3.21796 -3.59634  0.00
C 1.48700 -2.36615 -3.26309  0.00
C 1.25917 -1.36482 -2.33830  0.00
N 0.06733 -1.18969 -1.75768  0.00
C -0.93916 -2.00262 -2.06496  -0.01
H 0.58219 -4.01002 -4.32035  0.00
H 2.46430 -2.47411 -3.71137  0.00
H 2.04880 -0.68765 -2.03550  0.00
H -1.88779 -1.82940 -1.56910  0.01

Computed properties:
Net charge   +1
Gap between HOMO and LUMO (spin up / spin down)   7.981 / 6.590 eV
HOMO (spin up / spin down)   -11.07 / -11.04 eV
Spin multiplicity   2

Entry 4:
# C3H8O2

A cluster of 2 separate species, C3H8O2 in total at a distorted geometry (ωB97M-V with the def2-TZVPD basis set, the Open Molecules 2025 dataset).

Each line ends with the Mulliken charge.
Element x y z (Å)
C 0.37280 2.10720 -1.23197  -0.76
C 1.06587 1.02379 -1.56241  0.03
O 0.63391 -0.25895 -1.48577  -0.48
H 0.90227 3.03820 -1.12780  0.24
H -0.68683 1.99780 -1.03907  0.29
H 1.98346 1.09226 -2.14739  0.36
H 0.07257 -0.32635 -0.69183  0.36
C -0.66570 -1.81329 1.62431  -0.58
O -0.96628 -0.65720 0.80676  -0.55
H -1.08780 -2.68874 1.14500  0.22
H 0.42023 -1.93940 1.64715  0.25
H -1.06403 -1.64235 2.62067  0.31
H -0.98047 0.06704 1.44236  0.31

Computed properties:
Gap between HOMO and LUMO   9.391 eV
HOMO   -8.67 eV
SMILES   C=CO.CO

Entry 5:
# C13H20N2O4

A structure of composition C13H20N2O4 at a distorted geometry (ωB97M-V with the def2-TZVPD basis set, the Open Molecules 2025 dataset).

Each line ends with the Mulliken charge.
Element x y z (Å)
C -1.29812 -1.70172 1.94721  -1.50
H -1.57333 -2.37598 2.63320  0.52
C -2.02021 -1.76382 0.56594  -0.26
H -3.12972 -1.49682 0.73896  0.13
C -1.54555 -1.35371 -0.79216  0.32
C -2.48089 -1.54382 -1.82154  -1.51
H -3.49493 -1.12390 -1.60390  0.23
H -2.57881 -2.50744 -2.12588  0.61
H -2.00012 -1.03352 -2.85895  0.24
H -0.53301 -1.63869 -0.81469  0.54
C -1.41969 0.55106 -0.45440  -0.71
N -0.22064 0.74883 0.09606  0.02
C 0.96217 0.95871 -0.63888  0.27
O 0.99374 1.20886 -1.70202  -0.47
N 1.93973 1.63819 0.11710  -0.25
H 1.86749 1.42411 1.35931  0.27
C 3.28772 1.74601 -0.29212  -0.99
C 4.14576 0.69867 -0.08844  0.69
C 4.34426 -0.35127 -0.85913  -0.13
C 5.26329 -1.12800 -0.05851  -0.55
C 5.74742 -0.35364 0.68977  -0.33
O 5.00859 0.91293 0.95269  -0.37
H 6.58718 -0.35232 1.54132  0.27
H 5.56445 -2.11366 -0.24029  0.49
H 3.60780 -0.61533 -1.83844  0.24
H 3.76848 2.82209 0.10738  0.22
H 3.08214 1.90118 -1.40947  0.39
H -0.18119 1.09600 1.13155  0.38
C -2.57199 0.98200 0.39789  0.47
O -2.33126 1.46784 1.45324  -0.57
O -3.62556 1.12048 -0.44235  -0.22
C -4.78684 1.57852 0.12909  -0.70
H -4.51516 2.68961 0.50810  0.24
H -5.00237 0.94849 1.16254  0.26
H -5.61934 1.45858 -0.43645  0.34
H -1.26166 0.98980 -1.44199  0.53
H -2.25367 -2.91231 0.19410  0.26
H -0.31049 -1.93479 1.93590  0.40
H -1.41567 -0.64123 2.25827  0.24

Computed properties:
Gap between HOMO and LUMO   8.515 eV
HOMO   -7.81 eV

Entry 6:
# C36H42AsFeN4O7Si2

A structure of composition C36H42AsFeN4O7Si2 at a distorted geometry (ωB97M-V with the def2-TZVPD basis set, the Open Molecules 2025 dataset).

Each line ends with the Mulliken spin population.
Element x y z (Å)
Fe -0.06486 0.58114 0.81774  3.77
O 5.81636 0.31677 -1.57934  0.00
C 4.50552 0.32353 -1.15323  -0.04
C 4.20013 0.80742 0.13937  0.24
C 2.87781 0.72723 0.55220  -0.07
N 1.90166 0.37527 -0.27379  0.20
C 2.18270 -0.08782 -1.53506  0.14
C 3.53440 -0.16150 -1.97748  0.17
C 1.09207 -0.52629 -2.32406  0.22
O 1.07951 -1.13856 -3.39151  0.19
O -0.12788 -0.10406 -1.69068  0.00
C 2.32272 0.94045 1.98306  -0.22
O 3.37907 1.09077 4.28397  0.00
O 1.17442 1.70041 1.85483  0.08
H 6.34528 0.67107 -0.86002  0.00
H 4.98613 1.16112 0.79024  0.05
H 3.75900 -0.56585 -2.95491  0.02
C -2.02183 -2.17229 -4.38338  0.00
C -1.68538 -0.76094 -4.76374  0.00
C -1.67922 -0.39643 -6.10084  0.00
C -1.24912 0.85769 -6.49874  0.00
C -0.82791 1.75996 -5.54067  0.00
C -0.84535 1.45000 -4.18461  -0.02
C -0.41982 2.52387 -3.21938  0.03
C -1.28387 0.17454 -3.79661  0.00
N -1.28541 -0.23021 -2.42864  0.00
C -2.43956 -0.51750 -1.75125  0.03
O -3.50111 -0.40732 -2.35534  0.01
C -2.44206 -1.04686 -0.36450  0.02
C -3.61692 -1.70204 0.00969  -0.01
C -3.71123 -2.35622 1.21677  0.02
C -2.60075 -2.34793 2.05392  -0.02
C -1.48745 -1.63343 1.66873  0.04
N -1.40366 -0.95267 0.50227  -0.01
C -0.27814 -1.59163 2.58730  0.02
O -0.26657 -2.27433 3.61673  0.01
N 0.62915 -0.72542 2.13494  0.05
C 1.95336 -0.53540 2.39296  -0.03
C 3.28470 1.61850 2.96578  0.02
C 3.25318 3.12577 2.90831  0.02
C 4.52589 0.96938 3.44724  -0.02
C 5.01353 -0.36425 3.06092  0.04
C 4.26861 -1.42314 2.70592  -0.03
C 2.84281 -1.56294 2.56767  0.03
C 2.32984 -2.98085 2.48252  0.00
H -2.13403 -2.78798 -5.27616  0.00
H -1.21757 -2.58008 -3.76564  0.00
H -2.94432 -2.20926 -3.80423  0.00
H -1.97975 -1.12856 -6.84260  0.00
H -1.22428 1.11710 -7.55087  0.00
H -0.47703 2.73888 -5.84727  0.00
H 0.21348 3.24973 -3.73203  0.00
H -1.29150 3.04565 -2.82052  0.00
H 0.12680 2.13772 -2.36537  -0.01
H -4.43408 -1.69071 -0.69803  0.00
H -4.61945 -2.86808 1.50642  0.00
H -2.58651 -2.85622 3.00760  0.00
H 2.22005 3.44899 3.00645  0.00
H 3.85191 3.53562 3.72442  0.00
H 3.63493 3.48157 1.94910  0.00
H 5.33060 1.65205 3.72949  0.00
H 6.09318 -0.47636 3.08661  0.01
H 4.82425 -2.33479 2.49570  0.00
H 3.15552 -3.69525 2.49780  0.00
H 1.65238 -3.20742 3.30738  0.00
H 1.76017 -3.12426 1.55611  0.00
C -3.52551 4.22095 2.57872  0.01
Si -3.37493 2.70196 1.42306  0.00
C -4.75956 2.96833 0.13252  0.01
C -3.96111 1.23582 2.48239  0.01
As -1.37710 2.35061 0.29680  0.00
Si -0.35490 4.41119 0.52071  0.01
C 1.35749 4.35254 -0.30116  -0.01
C -0.10313 5.28770 2.19664  0.01
C -1.40526 5.65692 -0.50111  0.00
H -4.55481 4.34884 2.92536  0.00
H -3.22503 5.13341 2.05816  0.00
H -2.88200 4.10937 3.45515  0.00
H -5.75440 3.07280 0.57955  0.00
H -4.77338 2.11981 -0.55732  0.00
H -4.54671 3.86422 -0.45658  0.00
H -4.89920 1.46028 2.99823  0.00
H -3.21351 0.96426 3.23233  0.00
H -4.12215 0.36104 1.85135  0.00
H 1.81267 3.38384 -0.07543  0.01
H 2.02419 5.13508 0.07101  0.00
H 1.28869 4.44292 -1.38789  0.00
H 0.67973 4.78004 2.76119  0.00
H -1.01268 5.26091 2.80019  0.00
H 0.19055 6.33259 2.06207  0.00
H -1.72665 5.16752 -1.42376  0.00
H -0.87466 6.57744 -0.76326  0.00
H -2.31077 5.92746 0.05151  0.00

Computed properties:
Net charge   -2
Gap between HOMO and LUMO (spin up / spin down)   4.520 / 6.301 eV
HOMO (spin up / spin down)   -0.03 / -1.86 eV
Spin multiplicity   6

Entry 7:
# FH3N2O

A cluster of 4 separate species, FH3N2O in total at a distorted geometry (ωB97M-V with the def2-TZVPD basis set, the Open Molecules 2025 dataset).

Each line ends with the Mulliken charge.
Element x y z (Å)
N -1.44437 0.17723 0.19973  -0.69
N 0.96691 -0.87723 0.58275  0.40
O 1.70758 -0.73968 -0.20203  0.12
F 3.04262 0.33181 0.19675  -0.55
H -2.21233 -0.32242 -0.30952  0.24
H -1.46938 1.09315 0.42791  0.22
H -0.59103 0.33713 -0.89558  0.27

Computed properties:
Gap between HOMO and LUMO (spin up / spin down)   9.390 / 9.281 eV
HOMO (spin up / spin down)   -10.58 / -10.48 eV

Entry 8:
# C2H2N4

An isolated molecule of C2H2N4 at a distorted geometry (ωB97M-V with the def2-TZVPD basis set, the Open Molecules 2025 dataset).

Each line ends with the Mulliken charge.
Element x y z (Å)
N -1.91517 -2.47731 0.00334  -0.36
C -1.73894 -1.35952 0.08978  0.30
N -1.38829 -0.07846 0.05562  0.13
N -0.02212 0.34129 -0.01679  -0.56
C -2.34739 0.84036 -0.02847  0.32
N -3.28530 1.50536 -0.03428  -0.36
H 0.52146 -0.48248 -0.08690  0.27
H -0.04224 0.97177 -0.78588  0.25

Computed properties:
Gap between HOMO and LUMO   10.228 eV
HOMO   -10.01 eV
SMILES   N#CN(N)C#N

ΔE to the lowest compared entry with this formula, charge and spin values, unit kJ/mol, following the record order: 141.3, 661.0, 0.0, 176.6, 1085.5, 754.6, 370.7, 245.3.